# 1
Entry from OMol25: 2 unconnected molecules or ions with the total composition C6H14O (ωB97M-V with the def2-TZVPD basis set).

Values from the calculation:
Highest occupied orbital energy = -9.395 eV
ΔE to the lowest compared entry with this formula, charge and spin = 371.9 kJ/mol
Strongest force on any atom = 0.297 eV Å⁻¹
2S+1 = 1
LUMO energy = 0.8 eV
E_tot = -8493.038 eV
Gap between HOMO and LUMO = 10.224 eV

Last column: Löwdin charge in e.
CARTESIAN COORDINATES (ANGSTROEM)
H 2.98295 0.70210 1.03734  0.0982
H -0.88037 -1.21909 0.92259  0.1344
H 2.62433 1.52331 -0.51009  0.0865
O 1.53322 -1.53170 0.34060  -0.1268
H -0.82621 -1.38431 -1.54382  0.0659
H -1.68482 0.16199 -1.69560  0.0850
H -3.12687 -0.10975 1.10273  0.0773
H -2.49925 -1.25321 -1.00818  0.0794
C -2.20229 0.47658 1.05408  -0.0857
C -1.54423 -0.71793 -1.05398  -0.0788
H 1.36000 -1.18059 -0.97595  0.1783
H 3.54288 -0.02070 -0.47890  0.0894
H 0.10154 1.40864 -0.28885  0.1321
H -1.91742 0.74142 2.07942  0.0775
C -1.09473 -0.30893 0.35015  -0.4327
H -2.42750 1.40757 0.51672  0.0817
C 2.73272 0.55008 -0.02008  -0.0339
H 1.27140 -0.35447 -1.49602  0.1867
C 1.45190 -0.26174 -0.03404  -0.6123
H 0.40573 0.85920 1.36304  0.1374
C 0.19701 0.51155 0.33885  -0.1394

---

# 2
Entry from OMol25: a single C17H20N2O3S molecule (ωB97M-V with the def2-TZVPD basis set).

Values from the calculation:
Highest occupied orbital energy = -7.878 eV
Structure (SMILES) = CCOc1cc(/C=C2\SC(N3CCCCC3)=NC2=O)ccc1O
ΔE to the lowest compared entry with this formula, charge and spin = 130.4 kJ/mol
Strongest force on any atom = 1.219 eV Å⁻¹
2S+1 = 1
LUMO energy = 0.1 eV
E_tot = -37911.609 eV
Gap between HOMO and LUMO = 8.013 eV

Last column: Löwdin charge in e.
CARTESIAN COORDINATES (ANGSTROEM)
C 6.18743 -0.08098 -0.59043  -0.1692
C 2.95401 -0.43502 0.33967  -0.5489
H -0.79011 1.52027 -0.00255  0.0459
H 4.48742 1.94205 -1.40127  0.1198
C 6.39303 1.43102 -0.53323  -0.2044
C 5.34253 -0.53977 0.59738  -0.1388
C 5.04058 2.13773 -0.48065  -0.1703
C -6.72889 -0.19213 1.45546  -0.0588
H 5.11430 -1.60332 0.53333  0.1171
H -3.26224 -1.95167 -0.45320  0.1322
C -1.75391 1.04852 -0.10384  -0.0464
H 5.17400 3.21571 -0.38508  0.1131
H -6.47991 -1.14907 1.90849  0.0804
H -7.72569 0.10215 1.77151  0.0770
N 2.84446 -1.70076 0.15060  0.1293
C -2.88936 1.82823 -0.11699  -0.0136
C -1.85987 -0.33708 -0.23208  -0.2138
N 4.08829 0.18619 0.61692  -0.1056
H -2.79983 2.90404 -0.02954  0.1167
C -3.13845 -0.88416 -0.35612  0.0624
H -4.96484 3.01926 -0.19044  0.1135
H 4.75541 1.85132 1.64234  0.1333
C -4.29401 -0.11402 -0.36157  -0.2025
H 6.97167 1.68696 0.35762  0.1132
O 1.24614 -3.27996 -0.28009  0.0800
O -5.25494 2.10355 -0.28662  0.0467
H 6.95533 1.76594 -1.40593  0.1099
H 5.67340 -0.34842 -1.51534  0.1209
O -5.44796 -0.81546 -0.53130  -0.0359
H -6.01767 0.55309 1.80336  0.0697
C -0.73193 -1.23533 -0.23133  -0.0360
C -6.68490 -0.30451 -0.06456  -0.2389
H -0.96681 -2.28260 -0.39214  0.1260
H 7.14685 -0.59832 -0.57228  0.1132
C 1.57320 -2.13520 -0.07874  -0.5185
C 0.57752 -1.00047 -0.05272  -0.4207
C -4.16110 1.28212 -0.25376  -0.2328
H -7.41491 -1.04235 -0.40874  0.1235
S 1.41602 0.49661 0.25104  1.0687
H 3.24382 2.08288 0.73812  0.0769
H -6.91142 0.66074 -0.52538  0.1082
H 5.87113 -0.33436 1.53466  0.1316
C 4.23041 1.61854 0.70860  -0.1743

---

# 3
Entry from OMol25: a molecular structure, C2H3O2Sn (ωB97M-V with the def2-TZVPD basis set).

Values from the calculation:
Highest occupied orbital energy (alpha / beta) = -8.344 / -8.408 eV
ΔE to the lowest compared entry with this formula, charge and spin = 8.6 kJ/mol
Strongest force on any atom = 3.111 eV Å⁻¹
2S+1 = 2
LUMO energy (alpha / beta) = -2.5 / -2.3 eV
E_tot = -12046.115 eV
Gap between HOMO and LUMO (alpha / beta) = 5.884 / 6.102 eV

Last column: Mulliken spin population.
CARTESIAN COORDINATES (ANGSTROEM)
C 0.69429 0.67068 -0.65138  -0.0055
O -0.91952 0.60813 1.23976  0.0015
O 0.02931 -1.24588 0.57671  -0.0157
C -0.15395 -0.00076 0.42908  0.0017
Sn -2.37703 -2.73046 1.43605  1.0176
H 1.19425 1.62063 -0.46233  0.0003
H 1.46570 0.04589 -1.10157  -0.0002
H 0.06694 1.03179 -1.46633  0.0003

---

# 4
Entry from OMol25: a molecular structure, C37H38F6N5O6PS3W (ωB97M-V with the def2-TZVPD basis set).

Values from the calculation:
Highest occupied orbital energy (alpha / beta) = -7.760 / -8.577 eV
ΔE to the lowest compared entry with this formula, charge and spin = 34.3 kJ/mol
Strongest force on any atom = 2.407 eV Å⁻¹
2S+1 = 3
LUMO energy (alpha / beta) = -1.4 / -1.4 eV
E_tot = -118645.514 eV
Gap between HOMO and LUMO (alpha / beta) = 6.376 / 7.195 eV

Last column: Mulliken spin population.
CARTESIAN COORDINATES (ANGSTROEM)
C 2.39695 -2.56680 4.68009  0.0056
C 2.81515 -2.62313 -1.72501  -0.0012
F -1.62541 -1.68101 -6.09290  0.0002
H 2.75291 -3.47306 5.15351  0.0003
S 4.86184 -1.03878 1.25443  0.0012
O 0.82882 -0.82081 -4.03244  0.0016
C 2.67532 3.08206 0.47800  0.0012
H -3.36798 -3.22410 2.60193  -0.0010
C -0.50802 2.37503 1.76358  0.0191
H -2.48164 3.77557 -5.26651  0.0000
C 0.99791 4.46346 -0.54889  -0.0035
H 1.48821 -3.60058 3.01762  0.0013
P 0.95511 1.69735 -1.24086  0.0669
C 0.94147 -3.74559 -0.68711  0.0142
C -2.71420 1.22409 2.41858  0.0042
C -0.49771 3.09985 -4.81383  0.0001
H 2.90168 2.16907 -2.58094  0.0007
H -3.19784 -2.51155 0.05500  0.0074
H -0.83603 -4.74549 0.02945  0.0018
C -1.41898 -0.64492 -5.28081  -0.0025
N 2.33042 -0.11191 0.61797  -0.0241
H 3.18224 -1.26690 6.20509  0.0004
C 0.36068 2.60762 -3.83919  -0.0034
H 2.26900 0.51947 -2.89474  -0.0009
H 3.25558 -1.70330 -2.08786  -0.0003
C 1.56210 -2.57411 -1.13709  0.0078
C -1.80595 3.42729 -4.49580  -0.0002
C -3.62472 -2.55380 -2.68087  0.7341
H -1.77317 2.64017 -1.21331  0.0035
C 2.48683 1.26894 -2.13304  0.0102
F -3.29452 -3.79394 -2.35735  0.0512
H -1.54573 -1.30963 4.27367  0.0007
H -4.03413 -1.07247 2.97894  -0.0004
C 1.60918 -4.95844 -0.84238  0.0005
H 3.36964 -5.96085 -1.53710  0.0000
H 4.10961 4.09813 1.70449  -0.0001
H 0.13369 4.57880 -1.18809  0.0000
H 1.36619 2.32824 -4.12139  0.0003
O -1.54575 -0.00316 -0.16610  0.0893
O -3.40598 0.27301 -1.82419  0.0241
H 4.43312 -3.86950 -2.33971  0.0000
H -3.00230 1.27082 1.36705  -0.0032
N 0.24838 1.11065 1.84399  0.0223
C 1.69019 -2.65051 3.49463  -0.0008
S -0.52475 -1.18464 -3.72029  0.0093
S -2.31359 -0.64819 -1.57161  -0.0334
C 0.95627 0.99053 2.89992  0.0097
H -2.81546 -0.13753 4.69100  0.0006
C 1.56326 3.20317 -0.36092  -0.0135
H 1.12115 -5.86477 -0.49972  0.0004
N -2.18628 -0.12209 2.66194  0.0097
H -1.40246 2.35835 3.73293  0.0002
N -1.10766 -0.24686 -2.60044  -0.0024
F -0.66957 0.24922 -5.93834  0.0002
H 1.14078 1.90390 3.46694  -0.0072
H 3.20220 0.86217 -1.42328  -0.0003
H -2.65674 -4.08541 0.62046  0.0032
O 0.53462 -1.59087 1.76260  0.0421
F -2.58843 -0.06597 -5.00742  -0.0014
H 2.38457 0.79069 5.10470  -0.0004
C 3.39378 -0.53282 0.89533  0.0020
C 2.19673 -0.17935 4.65496  -0.0029
H 1.09108 6.55230 -0.08068  0.0000
C 2.66700 5.45504 0.87738  -0.0009
W 0.20759 -0.37927 0.36560  0.6535
C -2.25287 3.28379 -3.18938  0.0011
C -1.91039 -0.30054 4.08426  0.0003
C 1.23482 -1.49445 2.88330  -0.0014
H -3.60463 -0.79100 1.29381  -0.0048
H -0.85470 2.50268 0.74351  -0.0050
H 0.14339 3.21412 2.00681  -0.0056
H -0.14129 3.19999 -5.83117  0.0000
C -1.39726 2.80099 -2.21702  0.0184
H 3.10409 2.10479 0.66195  -0.0020
C 2.64673 -1.32690 5.26748  0.0027
F -4.78569 -2.27145 -2.08548  0.0609
C -1.73236 2.36923 2.69062  0.0016
C -2.46128 -3.01172 0.68036  0.0008
C 1.54435 5.58014 0.07265  0.0003
H -1.14032 0.38995 4.42396  -0.0011
C 3.22964 4.20154 1.08065  0.0012
C -2.66050 -2.53959 2.13279  -0.0077
C -3.20198 -1.10200 2.25871  0.0075
H -1.71037 -2.62799 2.66063  0.0038
N -1.12508 -2.73151 0.13799  0.0332
C -0.08622 2.44923 -2.53405  0.0085
C 3.46033 -3.83748 -1.86585  0.0009
F -3.77349 -2.43990 -3.98211  0.0707
H -2.27032 3.30494 2.52838  -0.0009
O 0.90700 -1.41101 -1.01879  0.1090
H -3.62193 1.38278 3.02342  -0.0009
C 2.86283 -5.01177 -1.42162  -0.0020
H 3.10814 6.33000 1.33869  -0.0001
O -0.83037 -2.58097 -3.54614  0.0044
C -0.41668 -3.74754 -0.13783  -0.0049
H -3.28122 3.50815 -2.93507  0.0000
C 1.48131 -0.22939 3.45290  0.0135

---

# 5
Entry from OMol25: a single C23H31FO6 molecule (ωB97M-V with the def2-TZVPD basis set).

Values from the calculation:
Highest occupied orbital energy = -9.295 eV
Structure (SMILES) = CC(=O)OCC(=O)[C@@]1(O)CC[C@H]2[C@@H]3CCC4=CC(=O)CC[C@]4(C)[C@@]3(F)[C@@H](O)C[C@@]21C
Strongest force on any atom = 0.881 eV Å⁻¹
2S+1 = 1
LUMO energy = 0.4 eV
E_tot = -39357.442 eV
Gap between HOMO and LUMO = 9.732 eV

Last column: Löwdin charge in e.
CARTESIAN COORDINATES (ANGSTROEM)
H -5.56990 2.35844 -1.36724  0.1243
H 5.06569 2.28604 0.42117  0.1446
H 3.56390 2.29735 -0.56761  0.1338
C 1.35663 0.42641 2.06604  0.0058
H -3.74320 -3.00045 0.09366  0.1208
H 3.37692 -1.83833 1.35136  0.1242
H 0.45503 -1.10871 -0.92024  0.1492
C -3.22441 -2.11978 0.47500  -0.1160
C 2.77132 -1.75400 0.45135  -0.0666
H 2.20030 -0.75039 -1.79277  0.1154
C -0.79340 1.56891 0.14665  -0.2665
O -6.62195 0.13658 -2.08873  0.0819
H -1.05419 -0.84929 1.69036  0.1511
C -1.73359 -2.22334 0.17098  -0.1194
C -3.43522 0.69532 1.72088  0.0011
H -2.90259 0.00880 2.37012  0.0835
C -5.67880 0.22399 -1.33230  -0.4020
H -5.68210 1.64028 0.23969  0.1261
O -1.01203 2.06105 1.44671  -0.0195
C -1.61224 0.26926 -0.06646  -0.2854
C 3.85663 0.53086 0.63839  -0.3427
H 6.95861 -1.11924 -2.49389  0.0905
H -1.31491 -3.09192 0.68032  0.1203
O 2.79507 -0.11410 -1.38039  0.0217
H -5.37302 -1.89796 -1.09886  0.1224
H 6.82414 0.58699 -3.01533  0.0883
C 2.71231 -0.26927 0.02261  -0.3709
C 1.32193 -2.22333 0.68190  -0.1082
C 4.39866 1.68922 -0.21154  -0.0390
C 6.28472 -0.28363 -2.65571  0.0425
H -4.50123 0.57295 1.89980  0.0960
H 1.90657 1.34053 2.27948  0.0960
C -3.69766 1.56974 -0.62404  -0.1181
H -1.17799 2.29894 -0.58570  0.1494
H -3.36843 -2.09258 1.55904  0.1284
F -1.52291 0.04420 -1.44881  0.0370
H -1.60020 -2.36049 -0.90407  0.1324
O 4.17287 0.42794 1.79734  0.1020
H -0.36740 2.75613 1.62009  0.1120
H 1.22217 2.30850 0.11707  0.1274
H 1.11113 -3.14428 0.14001  0.1147
H -3.27908 1.49624 -1.62995  0.1318
H 0.35667 0.53110 2.47462  0.0812
H -3.39436 2.52458 -0.19186  0.1229
H 1.86649 -0.38199 2.57753  0.0942
H 3.27215 -2.32535 -0.32935  0.1237
H -3.14493 1.70460 1.98996  0.0822
O 5.39267 -0.72304 -0.46366  0.1286
C 1.30459 0.18374 0.55833  -0.3402
O 5.11657 1.29142 -1.37314  0.0274
C -5.21561 1.53635 -0.74338  -0.0943
C -4.93555 -0.93968 -0.85203  0.0497
H 1.13135 -2.40382 1.73922  0.1203
H 5.54248 -0.56379 -3.40071  0.0955
C 5.56410 0.04396 -1.37913  -0.5160
C -3.82191 -0.88060 -0.11476  -0.1509
C 0.47764 -1.05470 0.17580  -0.2226
C -0.98376 -0.96465 0.60853  -0.1722
C -3.13740 0.42236 0.23738  -0.3363
H 0.81614 1.25953 -1.24405  0.1316
C 0.70454 1.38637 -0.16571  -0.0453

---

# 6
Entry from OMol25: a molecular structure, C12H27CuN5O8 (ωB97M-V with the def2-TZVPD basis set).

Values from the calculation:
Highest occupied orbital energy (alpha / beta) = -7.056 / -6.984 eV
ΔE to the lowest compared entry with this formula, charge and spin = 5.5 kJ/mol
Strongest force on any atom = 1.865 eV Å⁻¹
2S+1 = 2
LUMO energy (alpha / beta) = 0.4 / -0.3 eV
E_tot = -81355.353 eV
Gap between HOMO and LUMO (alpha / beta) = 7.439 / 6.732 eV

Last column: Mulliken spin population.
CARTESIAN COORDINATES (ANGSTROEM)
O 0.80792 -1.30197 2.13596  0.0022
H -0.17296 -3.21862 3.62692  0.0000
H 0.67542 -2.60228 5.01420  0.0000
H -0.89364 -1.94836 4.61952  0.0000
O 1.98839 1.89982 -0.09279  0.0225
H 1.05612 -0.04177 5.00436  -0.0001
C -1.66997 2.24232 1.32553  -0.0074
C 2.29830 1.95041 1.17443  -0.0043
N -1.19510 1.44361 -3.29838  0.0001
O -1.19157 -1.29846 0.20664  0.0029
H 1.02906 2.02860 -4.47860  0.0001
H -1.99032 -3.35580 -2.03789  0.0000
C -2.33772 1.35884 -2.40353  -0.0003
O -1.40207 1.18936 0.74099  0.0459
N 3.63722 0.19345 -1.13678  -0.0014
H -3.64057 2.80342 2.01919  0.0000
N -0.80781 2.89231 2.10013  -0.0009
H -3.27590 1.47477 -2.94470  -0.0001
H -2.31199 0.44386 -1.81667  0.0001
C 2.91655 -0.93452 -1.08749  -0.0018
H -1.11402 3.53515 2.80740  0.0002
H 2.06027 1.21115 -3.27898  -0.0001
H 4.02167 -2.74200 -1.36903  -0.0003
N 1.17834 -0.16308 4.01687  0.0002
C 1.14559 1.13684 -3.86957  -0.0002
H -2.31970 2.21077 -1.71917  0.0002
H -2.97555 3.91065 0.77676  0.0004
H -2.50073 -3.09957 1.48594  -0.0001
O 1.96297 -1.03566 -0.31097  0.0493
O 1.30958 1.53151 1.96461  0.0231
N -1.48669 -2.61848 -1.57906  -0.0001
C 0.00140 0.92705 -2.91790  -0.0006
Cu 0.52521 0.22670 0.42891  0.8544
H -3.53543 2.29966 0.34915  -0.0005
H 1.31454 0.24355 -4.47793  0.0000
C 0.03910 -2.30544 4.17530  0.0002
O 3.43157 2.21448 1.60280  0.0049
C -3.02719 2.88126 1.12043  0.0049
C 0.68645 -1.22902 3.35600  -0.0003
H 4.56213 0.21736 -1.52563  0.0003
O 0.16201 0.35728 -1.85099  0.0047
C -2.78796 -3.04882 0.43833  0.0007
C -1.76452 -2.23488 -0.30820  0.0005
H 1.53843 0.59279 3.42200  -0.0009
H -3.76136 -2.56212 0.39877  -0.0001
H 3.26217 1.00661 -0.62081  -0.0006
C 3.33697 -2.11074 -1.93074  0.0048
H 0.16021 2.51320 2.14757  -0.0034
H -1.33551 1.53419 -4.28983  0.0000
H -0.90705 -2.04304 -2.16804  0.0001
H -2.83013 -4.06344 0.04250  0.0002
H 3.71523 -1.83730 -2.91154  0.0008
H 2.41266 -2.67559 -2.07597  -0.0001